# C11H20NSi

C11H20NSi as an isolated structure in a non-equilibrium geometry (ωB97M-V/def2-TZVPD, the OMol25 dataset).

Each line ends with the natural charge from an NBO analysis.
CARTESIAN COORDINATES (ANGSTROEM)
H 0.29596 3.73049 1.93637  0.437
C 3.34505 -1.55597 0.31240  -0.191
C -0.95791 2.08827 1.29360  -0.578
C 2.00515 -1.25182 0.63416  -0.195
H -1.17512 -0.66981 -2.20490  0.255
C -1.96212 -2.53867 0.50048  -0.623
H -2.53030 -0.64484 1.60657  0.260
C -1.54011 -1.22810 1.22374  -0.957
C 4.02807 -0.74972 -0.63743  -0.167
C 3.35064 0.25898 -1.29163  -0.189
H 4.95991 -0.87711 -1.12006  0.234
H 3.70157 0.87606 -1.97641  0.211
H -1.49060 2.79713 0.68989  0.199
H -1.06877 -1.64198 2.14150  0.259
H 3.74741 -2.48040 0.65467  0.232
H -1.56758 1.90591 2.15654  0.220
C -1.39780 0.23958 -1.54689  -0.920
H 0.51039 2.83375 0.45405  0.455
H -3.28694 -0.52670 -1.30482  0.209
C 1.42177 -0.09795 0.08418  -0.503
H 1.12202 2.12792 1.99816  0.462
H 1.65534 1.36287 -1.49825  0.199
H -2.65551 -2.53494 -0.28276  0.215
C 2.08377 0.57314 -0.95061  -0.212
H -0.77916 1.08647 -1.93031  0.228
H 1.40072 -1.85027 1.26771  0.219
H -1.11841 -3.05367 -0.02500  0.215
C -2.89551 0.43187 -1.65257  -0.602
H -2.47939 -3.04785 1.36475  0.233
H -3.38504 0.70286 -2.60795  0.239
H -3.15976 1.06893 -0.88473  0.198
N 0.37910 2.72414 1.47259  -0.722
Si -0.55687 -0.05860 0.12295  1.680

Results
- total charge = +1
- highest occupied orbital energy (eV) = -12.60
- gap between HOMO and LUMO (eV) = 9.41